Formula: C36H26BF4IrN10O2S
Source: the Open Molecules 2025 dataset
Level of theory: ωB97M-V with the def2-TZVPD basis set

CARTESIAN COORDINATES (ANGSTROEM)
Ir1 -0.125 0.228 0.115
N1 -8.744 2.029 5.627
C1 -7.795 1.847 5.007
C2 -6.601 1.614 4.228
C3 -5.592 0.803 4.739
C4 -4.449 0.581 3.989
C5 -4.313 1.168 2.736
C6 -5.323 1.979 2.229
C7 -6.468 2.203 2.974
C8 -3.085 0.918 1.927
C9 -2.063 1.853 1.953
C10 -2.092 3.099 2.615
C11 -0.901 3.728 2.359
C12 -0.152 2.850 1.568
N2 -0.825 1.708 1.310
C13 -3.044 -0.190 1.092
C14 -4.103 -1.091 0.836
C15 -3.744 -1.859 -0.240
C16 -2.457 -1.449 -0.609
N3 -2.015 -0.444 0.174
H1 -5.706 0.353 5.715
H2 -3.660 -0.050 4.380
H3 -5.212 2.435 1.252
H4 -7.260 2.830 2.588
H5 -2.925 3.460 3.197
H6 -0.576 4.706 2.675
H7 0.849 3.020 1.213
H8 -5.035 -1.105 1.379
H9 -4.316 -2.631 -0.729
H10 -1.918 -1.745 -1.492
N4 -2.131 -7.040 -3.863
C17 -1.583 -6.220 -2.926
C18 -0.216 -5.898 -2.967
C19 0.338 -5.056 -2.033
C20 -0.463 -4.509 -1.026
C21 -1.813 -4.858 -0.949
C22 -2.365 -5.708 -1.880
S1 0.157 -3.406 0.159
O1 1.477 -3.788 0.568
O2 -0.864 -3.244 1.168
N5 0.269 -1.869 -0.542
C23 1.392 -1.585 -1.272
N6 2.180 -2.442 -1.901
C24 3.218 -1.903 -2.528
C25 3.493 -0.539 -2.524
C26 2.630 0.282 -1.837
N7 1.562 -0.257 -1.221
H11 -1.591 -7.355 -4.647
H12 -3.117 -7.218 -3.877
H13 0.409 -6.333 -3.737
H14 1.392 -4.835 -2.058
H15 -2.413 -4.488 -0.129
H16 -3.406 -6.000 -1.797
H17 3.865 -2.596 -3.056
H18 4.348 -0.129 -3.038
H19 2.760 1.347 -1.780
F1 0.205 3.943 -1.135
B1 0.586 2.720 -1.597
F2 -0.532 1.795 -1.557
F3 1.160 2.712 -2.840
F4 1.549 2.107 -0.642
N8 8.122 2.374 6.195
C27 7.182 1.971 5.672
C28 6.003 1.464 5.012
C29 4.981 0.893 5.766
C30 3.855 0.397 5.135
C31 3.770 0.470 3.754
C32 4.780 1.032 2.991
C33 5.901 1.538 3.626
N9 2.599 -0.048 3.107
C34 1.925 -1.206 3.440
C35 0.897 -1.329 2.569
N10 0.944 -0.245 1.712
C36 1.980 0.511 2.064
H20 5.066 0.851 6.843
H21 3.046 -0.027 5.715
H22 4.709 1.058 1.911
H23 6.702 1.980 3.050
H24 2.247 -1.843 4.244
H25 0.142 -2.091 2.495
H26 2.277 1.436 1.598

- gap between HOMO and LUMO (alpha / beta) (eV) = 5.9 / 5.0
- net charge = +1
- lowest unoccupied orbital energy (alpha / beta) (hartree) = -0.1782 / -0.2099
- 2S+1 = 2
- strongest force on any atom (eV/Å) = 1.70
- HOMO energy (alpha / beta) (Eh) = -0.394 / -0.394
- E (eV) = -81968.135


Formula: C57H150N10O17
Source: the Open Molecules 2025 dataset
Level of theory: ωB97M-V with the def2-TZVPD basis set

CARTESIAN COORDINATES (ANGSTROEM)
C1 -8.602 -2.443 -2.888
C2 -8.875 -3.431 -3.947
C3 -7.709 -3.514 -4.953
O1 -9.068 -4.667 -3.309
H1 -9.445 -2.303 -2.211
H2 -8.274 -1.468 -3.248
H3 -7.759 -2.786 -2.289
H4 -9.832 -3.170 -4.399
H5 -6.815 -3.683 -4.353
H6 -7.623 -2.631 -5.587
H7 -7.872 -4.402 -5.564
H8 -8.261 -4.960 -2.878
C4 6.650 -6.408 -1.776
C5 5.194 -6.248 -2.100
C6 4.464 -7.430 -2.722
O2 4.564 -5.922 -0.941
H9 7.068 -5.623 -1.145
H10 7.332 -6.499 -2.622
H11 6.715 -7.361 -1.250
H12 5.077 -5.315 -2.652
H13 4.907 -7.711 -3.678
H14 3.447 -7.077 -2.893
H15 4.427 -8.301 -2.068
H16 3.757 -5.485 -1.224
C7 -6.464 -7.994 2.215
C8 -6.361 -6.651 1.581
C9 -5.360 -5.722 2.310
O3 -5.974 -6.747 0.202
H17 -5.487 -8.464 2.325
H18 -7.007 -8.693 1.578
H19 -6.845 -7.990 3.236
H20 -7.333 -6.160 1.542
H21 -5.491 -5.785 3.391
H22 -5.454 -4.670 2.041
H23 -4.349 -5.982 1.994
H24 -5.221 -7.343 0.184
C10 -1.389 -12.828 9.919
O4 -0.490 -11.697 9.697
C11 -0.269 -10.992 10.912
C12 0.796 -9.855 10.682
N1 0.210 -8.694 10.024
C13 1.212 -7.632 9.736
C14 0.838 -6.559 8.656
O5 0.709 -7.264 7.448
C15 0.351 -6.393 6.364
H25 -1.002 -13.586 10.600
H26 -1.683 -13.284 8.973
H27 -2.373 -12.496 10.252
H28 0.150 -11.670 11.656
H29 -1.198 -10.672 11.384
H30 1.676 -10.214 10.148
H31 1.135 -9.540 11.668
H32 -0.241 -9.112 9.223
H33 2.201 -8.086 9.671
H34 1.323 -7.079 10.669
H35 1.532 -5.724 8.555
H36 -0.132 -6.155 8.945
H37 0.119 -6.985 5.479
H38 1.264 -5.845 6.131
H39 -0.495 -5.749 6.603
C16 2.971 7.895 1.587
O6 3.726 9.138 1.596
C17 3.242 10.153 0.732
C18 4.196 11.374 0.883
N2 3.782 12.458 0.014
C19 4.792 13.491 -0.044
C20 4.353 14.626 -0.909
O7 3.204 15.364 -0.366
C21 2.497 16.107 -1.371
H40 1.913 8.121 1.722
H41 3.230 7.064 2.244
H42 3.012 7.560 0.551
H43 2.200 10.378 0.959
H44 3.257 9.803 -0.301
H45 5.208 11.147 0.546
H46 4.228 11.724 1.914
H47 2.836 12.804 0.089
H48 5.762 13.147 -0.405
H49 5.069 14.003 0.877
H50 4.146 14.308 -1.931
H51 5.137 15.343 -1.149
H52 1.571 16.431 -0.896
H53 2.320 15.460 -2.231
H54 3.017 16.975 -1.775
C22 -2.329 12.025 0.923
O8 -2.549 11.005 1.945
C23 -2.899 9.726 1.431
C24 -3.084 8.610 2.528
N3 -4.310 8.763 3.343
C25 -4.731 7.572 4.107
C26 -5.256 6.399 3.343
O9 -5.904 5.461 4.179
C27 -6.444 4.285 3.475
H55 -3.256 12.186 0.372
H56 -1.476 11.831 0.273
H57 -2.107 13.004 1.347
H58 -2.212 9.444 0.633
H59 -3.827 9.819 0.867
H60 -2.193 8.614 3.157
H61 -3.193 7.642 2.040
H62 -4.066 9.533 3.950
H63 -5.445 7.839 4.886
H64 -3.823 7.292 4.643
H65 -4.361 6.049 2.830
H66 -5.958 6.787 2.604
H67 -7.085 4.745 2.724
H68 -7.108 3.666 4.077
H69 -5.684 3.626 3.055
C28 3.523 0.594 5.426
O10 2.433 0.834 6.310
C29 2.904 1.576 7.432
C30 1.678 2.070 8.248
N4 0.759 0.961 8.627
C31 -0.467 1.554 9.243
C32 -1.662 0.521 9.250
O11 -2.086 0.348 7.860
C33 -2.722 -0.877 7.491
H70 3.831 1.454 4.831
H71 3.371 -0.253 4.757
H72 4.399 0.287 5.996
H73 3.344 2.495 7.043
H74 3.603 1.093 8.114
H75 1.159 2.561 7.424
H76 1.951 2.756 9.050
H77 0.417 0.565 7.764
H78 -0.801 2.430 8.686
H79 -0.292 1.812 10.288
H80 -2.449 1.003 9.831
H81 -1.379 -0.449 9.659
H82 -3.515 -1.138 8.190
H83 -1.894 -1.577 7.377
H84 -3.052 -0.794 6.455
C34 6.257 3.854 -3.226
C35 5.936 2.347 -3.061
C36 6.209 1.951 -1.608
O12 7.554 1.838 -1.165
C37 8.201 0.717 -1.691
N5 4.614 2.020 -3.550
H85 7.281 4.159 -3.007
H86 5.532 4.450 -2.672
H87 6.094 4.074 -4.281
H88 6.704 1.879 -3.676
H89 5.610 1.066 -1.390
H90 5.707 2.730 -1.035
H91 8.422 0.822 -2.753
H92 7.577 -0.153 -1.484
H93 9.162 0.613 -1.187
H94 3.973 2.640 -3.075
H95 4.486 2.331 -4.503
C38 -0.540 7.042 -3.792
C39 -1.429 6.230 -2.838
C40 -2.928 6.309 -3.108
O13 -3.722 5.607 -2.174
C41 -5.107 5.435 -2.570
N6 -0.885 4.873 -2.887
H96 -0.680 8.122 -3.753
H97 -0.727 6.758 -4.827
H98 0.485 6.721 -3.608
H99 -1.278 6.657 -1.847
H100 -3.135 5.830 -4.064
H101 -3.258 7.328 -3.312
H102 -5.236 4.909 -3.516
H103 -5.429 6.450 -2.802
H104 -5.742 4.935 -1.838
H105 -1.356 4.287 -2.213
H106 -1.187 4.448 -3.752
C42 -1.959 -9.564 -3.832
C43 -2.216 -10.815 -2.948
C44 -0.990 -11.850 -2.973
O14 -0.815 -12.291 -4.322
C45 0.165 -13.321 -4.450
N7 -2.340 -10.382 -1.573
H107 -2.880 -8.994 -3.955
H108 -1.639 -9.712 -4.863
H109 -1.162 -8.938 -3.432
H110 -3.194 -11.226 -3.198
H111 -1.188 -12.681 -2.296
H112 -0.120 -11.353 -2.544
H113 1.164 -12.906 -4.317
H114 0.191 -13.672 -5.481
H115 -0.040 -14.216 -3.863
H116 -1.438 -9.974 -1.373
H117 -2.340 -11.193 -0.971
C46 -0.983 -2.211 -0.880
C47 -0.030 -1.044 -0.889
C48 0.251 -0.458 0.473
O15 -1.016 -0.090 1.047
C49 -0.895 0.450 2.360
N8 1.153 -1.479 -1.609
H118 -2.054 -2.041 -0.765
H119 -0.694 -2.867 -0.059
H120 -0.889 -2.742 -1.828
H121 -0.584 -0.231 -1.359
H122 0.914 0.405 0.404
H123 0.664 -1.218 1.137
H124 -0.376 1.409 2.381
H125 -0.277 -0.154 3.024
H126 -1.918 0.576 2.713
H127 0.740 -1.676 -2.509
H128 1.585 -0.609 -1.886
C50 -3.404 0.810 -7.652
C51 -2.328 0.138 -6.846
C52 -1.862 -1.235 -7.419
O16 -0.854 -1.981 -6.771
C53 -0.570 -3.284 -7.241
N9 -1.229 1.029 -6.717
H129 -3.155 1.106 -8.670
H130 -3.625 1.759 -7.163
H131 -4.319 0.218 -7.685
H132 -2.689 -0.037 -5.833
H133 -1.618 -1.193 -8.481
H134 -2.703 -1.919 -7.309
H135 -1.412 -3.974 -7.300
H136 0.247 -3.798 -6.734
H137 -0.184 -3.139 -8.250
H138 -0.899 1.344 -7.618
H139 -0.437 0.561 -6.301
C54 4.569 -0.263 -10.520
C55 4.517 -0.016 -8.985
C56 5.843 -0.532 -8.297
O17 6.145 -1.960 -8.579
C57 7.175 -2.440 -7.693
N10 4.318 1.380 -8.754
H140 5.183 0.449 -11.071
H141 3.600 -0.399 -11.002
H142 5.071 -1.216 -10.688
H143 3.678 -0.597 -8.602
H144 5.535 -0.478 -7.253
H145 6.653 0.181 -8.450
H146 6.941 -2.118 -6.679
H147 8.154 -2.044 -7.962
H148 7.246 -3.528 -7.680
H149 3.582 1.656 -9.389
H150 5.086 1.834 -9.227

- gap between HOMO and LUMO (eV) = 8.7
- net charge = 0
- lowest unoccupied orbital energy (hartree) = 0.0066
- strongest force on any atom (eV/Å) = 3.27
- HOMO energy (Eh) = -0.315
- E (eV) = -111235.000


Formula: C32H43BaClN10O4
Source: the Open Molecules 2025 dataset
Level of theory: ωB97M-V with the def2-TZVPD basis set

CARTESIAN COORDINATES (ANGSTROEM)
Ba1 1.739 -0.896 2.336
C1 -0.391 -0.059 5.406
C2 0.882 -0.672 6.012
N1 2.073 -0.234 5.333
C3 2.683 1.104 5.456
C4 3.129 1.682 4.088
N2 2.149 1.832 2.992
C5 0.773 2.325 3.212
C6 -0.419 1.366 3.200
N3 -0.299 0.065 3.940
H1 -0.557 0.936 5.811
H2 -1.207 -0.712 5.680
H3 0.809 -1.753 5.802
H4 0.963 -0.588 7.109
H5 2.827 -0.895 5.538
H6 3.612 1.050 6.023
H7 2.012 1.813 5.971
H8 3.952 1.063 3.721
H9 3.588 2.671 4.213
H10 2.612 2.265 2.174
H11 0.622 3.091 2.482
H12 0.616 2.795 4.190
H13 -0.611 1.098 2.157
H14 -1.277 1.981 3.544
H15 -0.979 -0.592 3.505
O1 -0.505 -2.393 2.521
C7 -0.589 -3.586 2.137
O2 -1.544 -4.365 2.260
C8 0.521 -4.252 1.249
C9 0.018 -5.228 0.343
C10 0.931 -5.902 -0.416
C11 2.308 -5.634 -0.274
C12 2.665 -4.505 0.435
N4 1.761 -3.767 1.119
H16 -1.083 -5.312 0.301
H17 0.622 -6.674 -1.105
H18 3.058 -6.370 -0.624
H19 3.686 -4.184 0.557
C13 -0.148 3.700 -2.784
C14 -1.375 3.117 -3.446
C15 -2.385 2.651 -2.363
C16 -1.993 4.361 -4.111
C17 -0.956 1.959 -4.484
O3 -0.219 2.595 -5.539
C18 -2.152 1.147 -5.144
C19 -2.829 -0.040 -4.384
C20 -4.231 0.154 -3.846
C21 -4.587 -0.660 -2.759
C22 -5.829 -0.482 -2.157
C23 -6.633 0.631 -2.551
Cl1 -7.893 1.206 -1.558
C24 -6.309 1.346 -3.702
C25 -5.079 1.145 -4.309
C26 0.145 0.863 -4.011
N5 0.190 0.283 -2.613
C27 1.161 0.402 -1.679
N6 0.722 -0.003 -0.483
C28 -0.536 -0.337 -0.722
N7 -0.908 -0.186 -1.998
H20 -0.484 4.678 -2.331
H21 0.616 3.961 -3.534
H22 0.210 3.114 -1.910
H23 -2.122 3.155 -1.424
H24 -2.290 1.579 -2.134
H25 -3.422 2.878 -2.663
H26 -2.524 4.934 -3.329
H27 -2.728 4.092 -4.905
H28 -1.196 4.976 -4.540
H29 -0.817 3.178 -6.095
H30 -1.819 0.810 -6.153
H31 -2.901 1.857 -5.363
H32 -2.194 -0.372 -3.505
H33 -2.877 -0.909 -5.085
H34 -3.834 -1.367 -2.324
H35 -6.125 -1.154 -1.330
H36 -7.051 2.089 -4.121
H37 -4.815 1.791 -5.125
H38 1.124 1.310 -4.166
H39 0.037 0.039 -4.707
H40 2.212 0.599 -1.855
H41 -1.219 -0.707 0.007
N8 5.906 -3.175 3.708
C29 4.932 -2.560 2.918
O4 3.777 -2.433 3.352
C30 5.417 -1.965 1.671
C31 4.543 -1.082 1.115
N9 3.597 -0.482 0.727
C32 6.689 -2.053 1.086
N10 7.715 -2.083 0.555
H42 5.534 -3.667 4.475
H43 6.801 -3.452 3.227

- gap between HOMO and LUMO (eV) = 8.1
- net charge = 0
- lowest unoccupied orbital energy (hartree) = -0.0016
- strongest force on any atom (eV/Å) = 3.73
- HOMO energy (Eh) = -0.301
- E (eV) = -70190.122


Formula: C2H8NO3
Source: the Open Molecules 2025 dataset
Level of theory: ωB97M-V with the def2-TZVPD basis set

CARTESIAN COORDINATES (ANGSTROEM)
C1 0.079 -0.755 0.741
C2 -0.910 0.117 -0.926
N1 0.515 0.509 1.445
O1 1.208 -1.310 0.188
O2 -0.125 -0.199 -1.977
O3 -0.882 1.421 -0.496
H1 -0.601 -1.350 1.318
H2 -1.901 -0.462 -0.819
H3 1.473 0.613 0.927
H4 -0.237 1.182 1.269
H5 0.717 0.299 2.436
H6 1.335 -0.837 -0.701
H7 -0.219 -1.198 -2.336
H8 -0.453 1.971 -1.068

- gap between HOMO and LUMO (eV) = 10.0
- net charge = +1
- lowest unoccupied orbital energy (hartree) = -0.1257
- strongest force on any atom (eV/Å) = 4.84
- HOMO energy (Eh) = -0.494
- E (eV) = -9826.930